Record 1
Molecular formula: C2H2IN4
Method: DFT, the ωB97M-V functional and the def2-TZVPD basis

Geometry as XYZ:
```
9
Properties=species:S:1:pos:R:3:forces:R:3:lowdin_charge:R:1
I -1.2573 -3.7940 3.4462 0.084 0.041 -0.022 1.0843
N -0.7630 0.1734 1.3396 -1.665 0.133 3.213 0.1010
N -0.6824 -2.2782 0.7927 -0.651 0.465 2.010 -0.0573
N -0.5917 -1.4785 -0.1295 -0.081 0.013 -2.269 0.0515
N -1.2353 -0.2906 2.2439 0.308 0.786 -0.564 0.3354
C -1.1134 -2.5960 1.8625 0.481 -0.605 -0.493 -0.6835
C -0.1697 -0.1431 0.1061 1.771 -0.655 -2.408 -0.1485
H 0.9152 0.0367 0.1913 -0.249 -0.027 0.256 0.1599
H -0.5621 0.5021 -0.6895 0.001 -0.150 0.277 0.1573
```
Forces are in eV/Å.

Its total charge is +1. The HOMO energy (alpha / beta) comes out at -13.6 / -13.6 eV. As for the LUMO energy (alpha / beta): -5.7 / -5.7 eV. Its gap between HOMO and LUMO (alpha / beta) is 7.90 / 7.90 eV. Its energy relative to the best compared isomer or geometry (same formula, charge and spin) is 51.2 kcal per mole.



Record 2
Molecular formula: C2H8N2O2
Method: DFT, the ωB97M-V functional and the def2-TZVPD basis

Geometry as XYZ:
```
14
Properties=species:S:1:pos:R:3:forces:R:3:lowdin_charge:R:1
O 3.0277 -1.4848 1.1770 0.546 -0.071 0.103 0.0951
O 1.7774 0.3350 1.5218 0.149 0.401 0.225 0.0845
N -0.4794 0.6458 -0.9998 0.220 -0.158 0.007 -0.0747
N 0.8019 -1.5355 0.6894 -0.421 0.611 0.306 0.1497
C -1.8997 0.9376 -0.8531 -0.298 0.957 -0.143 -0.1809
C 1.9624 -0.9477 1.1241 -0.753 -0.303 -0.309 -0.6756
H 0.1021 1.4128 -0.6770 -0.172 -0.012 0.154 0.0722
H -0.2279 0.5410 -1.9749 -0.120 -0.150 -0.043 0.0747
H -2.5221 0.2018 -1.3545 0.144 -0.219 0.025 0.0704
H 0.8767 -2.4905 0.4361 0.147 -0.616 -0.292 0.0917
H 0.1019 -0.9686 0.2030 0.426 -0.087 0.046 0.0581
H -2.1833 1.9198 -1.2564 0.002 -0.108 -0.105 0.0679
H 0.8531 0.4542 1.7702 0.019 0.021 -0.123 0.1010
H -2.1908 0.9791 0.1941 0.111 -0.265 0.148 0.0662
```
Forces are in eV/Å.

Its total charge is 0. The HOMO energy comes out at -10.0 eV. As for the LUMO energy: 0.5 eV. Its gap between HOMO and LUMO is 10.48 eV. Its energy relative to the best compared isomer or geometry (same formula, charge and spin) is 8.9 kcal per mole. As for the SMILES: NC(=O)O.CN.



Record 3
Molecular formula: C17H13BrF2N6RuS2
Method: DFT, the ωB97M-V functional and the def2-TZVPD basis

Geometry as XYZ:
```
42
Properties=species:S:1:pos:R:3:forces:R:3:lowdin_charge:R:1
Ru 0.4398 0.6378 1.8771 0.130 0.003 -0.010 0.8733
Br 0.8507 -0.4947 4.0308 -0.009 -0.013 0.005 -0.0561
S -1.1169 2.9061 -1.7646 0.012 -0.002 0.004 1.0992
S -3.4232 3.3679 2.2221 -0.042 0.103 -0.007 0.4303
F -3.8976 -2.5322 0.9488 -0.001 -0.002 -0.001 0.0442
F 0.2495 -4.1220 -0.4687 -0.004 -0.007 -0.004 0.0362
N -0.2414 3.7967 0.6202 0.060 0.040 -0.037 0.1153
N -1.2162 1.6713 2.5033 -0.064 0.072 -0.024 -0.0812
N 2.2803 3.2599 2.6186 0.001 -0.001 -0.018 -0.0539
N 0.1494 1.5560 -0.0188 -0.060 -0.028 0.068 -0.1169
N 0.0251 0.7309 -1.1087 -0.042 -0.044 0.023 0.0470
N 1.9401 -0.4993 1.0407 0.047 0.009 -0.031 -0.0718
C -0.4662 -3.1358 0.1389 0.003 0.022 0.002 -0.2175
C 1.5883 -1.6927 0.5085 0.050 0.029 0.008 -0.1981
C -2.1415 2.3736 2.4162 0.018 -0.164 0.028 -0.9558
C -0.6212 1.2605 -2.0762 0.010 0.022 0.001 -0.5975
C 4.2168 -0.8494 0.4436 0.000 -0.017 -0.005 -0.0614
C -2.4078 0.6432 -3.7417 -0.021 -0.013 0.005 -0.1138
C -2.5601 -2.3430 0.8494 0.000 0.008 0.003 -0.2778
C 1.6531 2.2996 2.4415 -0.018 0.028 0.017 -0.4728
C 0.1611 -1.9911 0.6168 -0.037 -0.006 0.018 -0.1522
C -0.6218 -0.9954 1.2442 -0.017 0.006 -0.052 -0.2680
C -0.3507 2.7609 -0.2141 0.042 -0.049 -0.047 -0.6834
C 3.8767 -2.0739 -0.1129 0.029 0.012 0.001 -0.0678
C -1.9988 -1.1906 1.3503 -0.018 0.000 0.007 -0.0403
C 2.5655 -2.4995 -0.0812 -0.038 -0.007 0.010 -0.0002
C -0.9368 0.5422 -3.3476 0.035 0.008 -0.020 -0.2414
C 3.2146 -0.0941 1.0132 -0.037 -0.014 0.003 -0.1133
C -1.8237 -3.3428 0.2373 0.008 -0.002 -0.004 0.0416
H -2.6329 -0.4523 1.8247 0.007 0.001 0.003 0.0976
H -0.3043 0.9337 -4.1492 -0.020 0.008 -0.011 0.1084
H 2.2887 -3.4501 -0.5040 -0.004 0.003 0.002 0.1010
H -0.6495 -0.4972 -3.1867 0.010 0.003 0.003 0.1131
H -2.5987 0.0724 -4.6504 0.002 -0.001 0.000 0.0696
H 3.4058 0.8658 1.4727 0.005 0.005 -0.004 0.0835
H -2.2843 -4.2437 -0.1399 0.000 0.000 -0.001 0.1211
H -1.0140 4.4416 0.6727 -0.030 -0.008 0.056 0.0795
H 4.6342 -2.6999 -0.5686 0.000 0.001 0.001 0.1032
H -2.7022 1.6772 -3.9313 0.003 0.000 0.007 0.0591
H 0.2845 3.6328 1.4773 -0.017 -0.006 -0.004 0.0348
H -3.0479 0.2527 -2.9502 0.005 0.002 0.004 0.0824
H 5.2333 -0.4831 0.4460 0.001 -0.001 -0.001 0.1007
```
Forces are in eV/Å.

The expectation value of S² is 0.756. Its total charge is -1. The spin multiplicity is 2. The HOMO energy (alpha / beta) comes out at -5.1 / -5.0 eV. As for the LUMO energy (alpha / beta): 2.2 / 1.9 eV. Its gap between HOMO and LUMO (alpha / beta) is 7.37 / 6.91 eV. Its energy relative to the best compared isomer or geometry (same formula, charge and spin) is 0.0 kcal per mole.